[1]
ORCA calculation (ωB97M-V with the def2-TZVPD basis set) on a structure of composition C40H106N3O16Zr.

The calculation puts the molar mass at 976.517 g/mol. As for the total energy: -81698.363 eV. The calculation puts the HOMO-LUMO gap (alpha / beta) at 0.2261 / 0.2533 hartree.

Structure (ORCA input):
```
! wB97M-V def2-TZVPD RIJCOSX def2/J DEFGRID3
* xyz 0 2
Zr -16.206 20.755 -0.043
C -12.744 22.351 2.060
C -13.195 23.763 1.729
C -11.895 24.594 1.498
C -12.176 25.943 0.917
C -12.880 25.778 -0.454
C -14.238 24.941 -0.343
N -13.997 23.680 0.456
O -15.159 22.722 0.369
C -14.499 24.728 -1.857
C -15.348 25.875 0.246
C -13.957 24.343 2.949
H -12.296 21.770 1.254
H -13.584 21.799 2.483
H -11.960 22.475 2.806
H -11.210 24.053 0.844
H -11.350 24.807 2.418
H -11.271 26.532 0.763
H -12.840 26.474 1.600
H -12.185 25.271 -1.123
H -13.181 26.776 -0.773
H -13.705 24.222 -2.405
H -14.516 25.713 -2.324
H -15.409 24.150 -2.018
H -16.169 25.272 0.635
H -15.830 26.536 -0.474
H -15.014 26.523 1.056
H -14.344 25.360 2.888
H -13.394 24.252 3.877
H -14.862 23.750 3.082
C -17.680 19.478 4.199
C -16.134 19.128 4.235
C -16.146 18.049 5.349
C -14.835 17.271 5.389
C -14.555 16.622 4.025
C -14.499 17.750 2.842
N -15.704 18.626 2.916
O -15.830 19.522 1.809
C -14.486 16.923 1.568
C -13.136 18.484 2.851
C -15.273 20.240 4.786
H -17.827 20.373 3.595
H -18.044 19.659 5.210
H -18.234 18.778 3.573
H -16.893 17.294 5.102
H -16.370 18.467 6.331
H -14.710 16.561 6.206
H -13.994 17.943 5.559
H -15.323 15.873 3.833
H -13.588 16.121 3.970
H -14.369 17.564 0.694
H -15.352 16.265 1.490
H -13.712 16.156 1.567
H -12.924 18.813 3.868
H -13.068 19.367 2.216
H -12.292 17.832 2.624
H -15.172 21.049 4.063
H -14.292 19.885 5.099
H -15.751 20.719 5.642
C -18.257 24.314 -1.243
C -18.506 23.473 -2.518
C -18.915 24.554 -3.618
C -18.833 24.104 -5.052
C -17.434 23.539 -5.288
C -17.022 22.339 -4.351
N -17.277 22.730 -2.933
O -16.892 21.686 -1.981
C -15.486 22.134 -4.615
C -17.742 21.057 -4.851
C -19.753 22.570 -2.357
H -17.446 25.018 -1.430
H -18.021 23.809 -0.306
H -19.077 24.978 -0.971
H -18.397 25.503 -3.482
H -19.944 24.886 -3.481
H -18.988 24.986 -5.672
H -19.536 23.299 -5.266
H -16.647 24.270 -5.106
H -17.280 23.197 -6.311
H -15.052 21.198 -4.263
H -14.897 22.986 -4.278
H -15.332 22.150 -5.694
H -17.668 20.885 -5.925
H -18.806 20.988 -4.625
H -17.345 20.139 -4.418
H -20.110 22.117 -3.282
H -20.546 23.120 -1.850
H -19.540 21.805 -1.611
C -11.459 20.820 5.660
O -12.164 20.328 6.799
H -10.988 21.790 5.824
H -10.680 20.104 5.400
H -12.143 20.947 4.821
H -12.886 20.890 7.090
C -16.301 27.976 -3.105
O -15.150 28.596 -2.469
H -16.443 28.256 -4.149
H -16.302 26.889 -3.014
H -17.111 28.387 -2.502
H -14.400 28.465 -3.054
C -8.023 23.037 0.838
O -8.198 22.043 -0.210
H -7.792 22.657 1.833
H -7.171 23.655 0.556
H -8.867 23.722 0.919
H -8.181 22.544 -1.028
C -15.472 29.387 0.715
O -15.753 29.496 2.119
H -15.391 30.397 0.311
H -14.543 28.889 0.435
H -16.356 28.880 0.329
H -16.554 30.021 2.181
C -8.578 26.955 2.813
O -8.986 27.238 4.163
H -7.678 27.560 2.705
H -8.354 25.892 2.726
H -9.369 27.209 2.107
H -9.507 26.467 4.398
C -17.509 22.716 2.349
O -17.808 21.850 1.250
H -17.326 23.739 2.020
H -18.267 22.711 3.132
H -16.647 22.393 2.932
H -18.763 21.946 1.247
C -11.892 28.929 3.662
O -10.617 29.473 3.615
H -12.123 28.630 4.684
H -12.674 29.571 3.256
H -11.970 27.994 3.107
H -9.969 28.774 3.726
C -10.759 24.593 5.276
O -11.155 25.967 5.156
H -11.347 24.101 6.051
H -11.141 24.045 4.415
H -9.702 24.427 5.483
H -12.069 25.987 5.450
C -9.128 24.610 -2.523
O -8.564 23.284 -2.568
H -9.624 24.826 -3.469
H -9.884 24.804 -1.762
H -8.273 25.286 -2.487
H -9.198 22.734 -3.034
C -18.439 26.054 4.070
O -17.218 25.651 4.543
H -19.262 25.494 4.513
H -18.622 27.099 4.323
H -18.610 26.100 2.994
H -16.603 26.116 3.971
C -12.306 27.415 -4.014
O -13.032 28.610 -4.285
H -12.079 26.848 -4.916
H -11.311 27.704 -3.676
H -12.718 26.703 -3.299
H -12.430 29.355 -4.354
C -13.460 21.114 -1.744
O -14.167 20.360 -0.729
H -13.931 21.973 -2.222
H -12.471 21.458 -1.441
H -13.136 20.412 -2.513
H -13.467 19.771 -0.436
C -10.923 30.174 0.216
O -9.925 31.133 0.567
H -11.819 30.474 0.761
H -11.015 30.216 -0.869
H -10.684 29.165 0.553
H -9.842 30.995 1.514
*
```

---

[2]
ORCA calculation (ωB97M-V with the def2-TZVPD basis set) on a cluster of 2 separate species, C16H17N in total.

The calculation puts the relative energy (zero: lowest compared OMol25 entry of this formula, charge and spin) at 192.42 kJ/mol. The calculation puts the molar mass at 223.319 g/mol. As for the total energy: -18348.789 eV. The calculation puts the HOMO-LUMO gap (alpha / beta) at 0.2849 / 0.1467 hartree.

Structure (ORCA input):
```
! wB97M-V def2-TZVPD RIJCOSX def2/J DEFGRID3
* xyz 1 2
C -0.240 -2.710 3.250
C -0.599 -0.263 2.643
C 0.315 -1.398 2.958
C 0.213 0.739 2.131
C 1.569 -1.078 2.557
C -1.929 0.023 2.770
C -2.537 1.226 2.373
C -1.654 2.267 1.915
C -0.252 2.056 1.825
N 1.510 0.308 2.048
H -2.510 -0.739 3.277
H -3.556 1.565 2.529
H -2.108 3.229 1.940
H 0.357 -3.479 3.698
H -0.696 -2.925 2.241
H 2.530 -1.589 2.445
H 2.173 1.025 1.788
H 0.445 2.843 1.583
H -1.009 -2.676 4.028
C 2.724 -0.122 -2.912
C 0.444 -1.049 -3.374
C 1.228 0.023 -2.984
C -0.906 -0.911 -3.600
C -1.555 0.288 -3.339
C 0.620 1.304 -2.882
C -0.767 1.393 -2.990
H 0.889 -2.054 -3.297
H -1.534 -1.693 -4.143
H 3.034 -0.848 -3.689
H 3.059 -0.395 -1.902
H -2.559 0.454 -3.698
H 1.327 2.137 -2.958
H -1.331 2.340 -2.876
H 3.311 0.710 -3.357
*
```

---

[3]
ORCA calculation (ωB97M-V with the def2-TZVPD basis set) on a structure of composition C14H31CrN6O3.

The calculation puts the relative energy (zero: lowest compared OMol25 entry of this formula, charge and spin) at 39.94 kJ/mol. The calculation puts the molar mass at 383.437 g/mol. As for the total energy: -58510.007 eV. The calculation puts the HOMO-LUMO gap (alpha / beta) at 0.2433 / 0.2692 hartree.

Structure (ORCA input):
```
! wB97M-V def2-TZVPD RIJCOSX def2/J DEFGRID3
* xyz 2 2
Cr 0.478 -0.146 -0.377
N 1.844 1.459 0.029
C 3.201 1.132 -0.435
C 3.395 -0.363 -0.216
N 2.332 -1.055 -0.965
H 1.534 2.361 -0.341
H 1.885 1.570 1.044
H 3.971 1.700 0.099
H 3.280 1.371 -1.500
H 3.273 -0.602 0.845
H 4.393 -0.675 -0.535
H 2.362 -2.039 -0.702
H 2.578 -1.021 -1.956
N -0.893 -1.843 -0.703
C -1.884 -1.729 -1.797
C -1.296 -2.130 -3.150
C 0.130 -1.652 -3.431
C 0.306 -0.141 -3.565
N 0.040 0.587 -2.309
H -0.426 -2.748 -0.806
H -1.433 -1.917 0.160
H -2.271 -0.708 -1.801
H -2.736 -2.387 -1.598
H -1.964 -1.790 -3.938
H -1.284 -3.219 -3.203
H 0.440 -2.094 -4.378
H 0.799 -2.051 -2.667
H -0.346 0.222 -4.369
H 1.338 0.061 -3.869
H -0.964 0.752 -2.243
H 0.429 1.524 -2.407
O -1.019 0.620 0.582
N -1.107 0.354 1.826
N -0.183 -0.384 2.291
O 0.768 -0.808 1.485
C -0.198 -0.794 3.632
C 0.655 -1.817 4.050
C 0.593 -2.243 5.363
C -0.293 -1.647 6.251
C -1.138 -0.628 5.825
C -1.097 -0.194 4.517
H 1.334 -2.266 3.341
H 1.226 -3.047 5.699
H -0.325 -1.965 7.281
H -1.832 -0.177 6.515
H -1.738 0.599 4.167
C -2.908 3.605 -1.303
C -1.439 3.680 -1.688
O -0.608 2.883 -0.831
H -3.494 4.214 -1.984
H -3.051 3.993 -0.296
H -3.283 2.585 -1.341
H -1.108 4.723 -1.647
H -1.283 3.307 -2.704
H -0.983 2.980 0.053
*
```

---

[4]
ORCA calculation (ωB97M-V with the def2-TZVPD basis set) on a cluster of 8 separate species, C27H56F3NO19 in total.

The calculation puts the relative energy (zero: lowest compared OMol25 entry of this formula, charge and spin) at 322.34 kJ/mol. The calculation puts the molar mass at 755.727 g/mol. As for the total energy: -77431.111 eV. The calculation puts the HOMO-LUMO gap at 0.3095 hartree.

Structure (ORCA input):
```
! wB97M-V def2-TZVPD RIJCOSX def2/J DEFGRID3
* xyz 0 1
N 0.304 -2.143 0.294
H -0.306 -2.793 0.669
H 0.761 -2.783 -0.450
H 1.060 -1.705 0.742
H -0.250 -1.356 -0.207
O 1.002 0.813 0.530
H 1.861 0.804 0.010
C 3.336 1.603 3.117
C 3.984 2.642 2.248
O 5.284 2.065 2.043
C 5.372 0.999 2.739
O 6.404 0.284 2.665
O 4.374 0.701 3.513
F 4.022 3.796 2.854
H 2.358 1.207 2.665
H 2.798 2.016 3.949
H 3.405 2.911 1.593
C 0.338 3.712 3.032
C -0.466 2.502 3.314
O -1.606 3.135 3.768
C -1.611 4.394 3.694
O -2.472 5.256 4.043
O -0.390 4.812 3.155
F 0.207 1.689 4.185
H 0.552 3.519 1.983
H 1.087 3.783 3.770
H -0.622 1.982 2.499
C 1.400 2.065 -2.303
C 1.731 3.338 -1.403
O 1.410 4.463 -2.227
C 1.334 4.044 -3.442
O 0.934 4.775 -4.331
O 1.353 2.665 -3.582
F 3.133 3.378 -1.161
H 0.494 1.777 -2.065
H 2.204 1.268 -2.240
H 1.478 3.212 -0.298
C -4.750 2.851 1.651
O -3.839 3.008 0.475
C -3.014 1.879 0.258
C -2.340 1.972 -1.046
O -3.061 1.839 -2.101
C -2.462 2.078 -3.326
C -3.524 1.878 -4.433
O -3.953 0.418 -4.359
C -4.873 0.015 -5.322
H -5.499 3.636 1.898
H -4.299 2.492 2.538
H -5.513 2.090 1.237
H -3.705 1.103 0.582
H -2.336 1.811 1.197
H -1.585 1.168 -0.875
H -1.743 2.922 -0.872
H -1.662 1.436 -3.603
H -2.185 3.157 -3.501
H -3.208 2.121 -5.558
H -4.360 2.609 -4.348
H -5.858 0.534 -5.049
H -4.823 -1.098 -5.110
H -4.525 0.358 -6.304
C 3.971 -1.869 0.827
O 3.441 -2.525 -0.307
C 3.513 -1.675 -1.496
C 2.888 -2.441 -2.583
O 1.708 -2.532 -2.557
C 0.963 -3.322 -3.617
C -0.427 -3.547 -3.069
O -1.094 -2.434 -2.505
C -1.647 -1.554 -3.503
H 3.368 -1.062 0.878
H 5.018 -1.700 0.639
H 3.847 -2.738 1.570
H 4.489 -1.403 -1.997
H 2.901 -0.807 -1.461
H 3.489 -3.432 -2.947
H 3.239 -1.904 -3.419
H 1.181 -4.318 -3.747
H 0.988 -2.703 -4.526
H -0.442 -4.378 -2.200
H -1.159 -3.903 -3.794
H -1.082 -0.850 -4.225
H -2.348 -0.827 -3.194
H -2.313 -2.116 -4.052
C -3.471 -1.705 0.645
O -2.278 -1.466 1.260
C -2.290 -1.366 2.698
C -0.918 -1.266 3.075
O -0.275 -2.314 3.127
C 1.068 -2.235 3.816
C 1.748 -3.665 3.582
O 1.536 -4.089 2.218
C 2.181 -5.286 1.887
H -3.850 -2.684 0.432
H -3.655 -1.038 -0.381
H -4.388 -1.159 1.074
H -2.600 -2.156 3.104
H -2.727 -0.513 3.115
H -1.048 -0.948 4.097
H -0.438 -0.593 2.508
H 1.098 -2.130 4.873
H 1.632 -1.616 3.200
H 1.298 -4.233 4.305
H 2.594 -3.826 4.080
H 1.899 -5.316 0.885
H 1.818 -6.207 2.159
H 3.426 -5.309 2.101
*
```